No. 1
Below is a single C4H8O3 molecule, with properties calculated with the ωB97M-V functional and the def2-TZVPD basis.

The geometry in XYZ format:
```
15
Properties=species:S:1:pos:R:3
C 0.188 0.541 -2.378
C 0.762 0.241 -1.005
O -0.317 -0.262 -0.196
C -0.162 -0.317 1.147
O 1.127 -0.524 1.553
C -1.311 -0.681 1.941
O -0.757 0.629 2.122
H -0.179 -0.372 -2.859
H -0.644 1.245 -2.294
H 0.956 0.984 -3.022
H 1.177 1.140 -0.541
H 1.556 -0.514 -1.066
H 1.090 -0.059 2.405
H -2.274 -0.650 1.443
H -1.212 -1.400 2.749
```

Properties
relative energy (zero: lowest compared OMol25 entry of this formula, charge and spin): 242.3 kJ/mol
gap between HOMO and LUMO: 10.93 eV
HOMO energy: -9.97 eV
LUMO energy: 0.035 hartree
charge: 0
E_tot: -382.87253 Ha
SMILES: CCO[C@]1(O)CO1

=====

No. 2
Below is 6 unconnected molecules or ions with the total composition C12H37NO6, with properties calculated with the ωB97M-V functional and the def2-TZVPD basis.

The geometry in XYZ format:
```
56
Properties=species:S:1:pos:R:3
C -1.643 -0.638 3.842
C -1.280 0.835 4.042
O -0.390 1.134 5.141
H -1.959 -1.121 4.766
H -0.703 -1.001 3.427
H -2.376 -0.732 3.041
H -2.233 1.265 4.351
H -0.942 1.234 3.086
H -0.083 2.029 4.979
C 0.859 4.104 -1.623
C 1.707 5.319 -1.233
O 2.222 5.248 0.043
H 0.157 4.262 -2.441
H 0.378 3.814 -0.689
H 1.404 3.200 -1.898
H 1.009 6.155 -1.228
H 2.496 5.615 -1.924
H 2.780 5.978 0.321
C -3.644 0.206 -5.753
C -3.860 0.359 -4.231
O -3.084 -0.449 -3.405
H -2.585 0.293 -5.995
H -4.190 0.960 -6.320
H -3.985 -0.744 -6.166
H -4.933 0.324 -4.041
H -3.645 1.395 -3.966
H -3.352 -1.369 -3.461
C 2.675 -2.882 4.730
C 1.856 -3.197 3.460
C 2.459 -2.504 2.188
O 1.655 -2.901 1.115
C 1.754 -2.165 -0.142
N 1.769 -4.609 3.230
H 2.342 -3.383 5.639
H 2.675 -1.817 4.963
H 3.725 -3.156 4.634
H 0.849 -2.782 3.507
H 3.493 -2.795 2.003
H 2.376 -1.427 2.332
H 2.781 -1.862 -0.345
H 1.188 -1.234 -0.150
H 1.353 -2.761 -0.961
H 2.701 -4.997 3.212
H 1.428 -4.608 2.279
C 0.314 -0.938 -3.313
O 1.699 -1.218 -3.347
H -0.293 -1.804 -3.577
H 0.017 -0.660 -2.302
H 0.062 -0.098 -3.961
H 2.263 -0.447 -3.254
C -1.351 1.110 -0.456
O -2.243 1.698 -1.415
H -0.285 1.232 -0.651
H -1.528 1.429 0.571
H -1.544 0.039 -0.522
H -2.315 1.063 -2.132
```

Properties
gap between HOMO and LUMO (alpha / beta): 8.94 / 2.93 eV
HOMO energy (alpha / beta): -11.64 / -11.64 eV
LUMO energy (alpha / beta): -0.099 / -0.320 hartree
charge: +1
E_tot: -985.13488 Ha
expectation value of S²: 0.7549
2S+1: 2

=====

No. 3
Below is a single C4H11NO molecule, with properties calculated with the ωB97M-V functional and the def2-TZVPD basis.

The geometry in XYZ format:
```
17
Properties=species:S:1:pos:R:3
C 1.636 -0.106 1.553
N 1.031 -0.203 0.238
C 1.043 1.095 -0.488
C -0.357 -0.625 0.438
C -1.133 -0.637 -0.874
O -2.234 0.241 -0.988
H 2.695 0.172 1.629
H 1.200 0.629 2.256
H 1.606 -1.112 1.984
H 0.146 1.702 -0.328
H 1.044 0.907 -1.575
H 1.953 1.616 -0.215
H -0.892 0.081 1.072
H -0.380 -1.635 0.877
H -1.470 -1.644 -1.176
H -0.515 -0.493 -1.741
H -2.350 0.815 -0.236
```

Properties
relative energy (zero: lowest compared OMol25 entry of this formula, charge and spin): 184.8 kJ/mol
gap between HOMO and LUMO: 9.93 eV
HOMO energy: -8.95 eV
LUMO energy: 0.036 hartree
charge: 0
E_tot: -288.94664 Ha
SMILES: CN(C)CCO

=====

No. 4
Below is 2 unconnected molecules or ions with the total composition C6H14N2O2, with properties calculated with the ωB97M-V functional and the def2-TZVPD basis.

The geometry in XYZ format:
```
24
Properties=species:S:1:pos:R:3
C 0.382 2.301 1.632
N -0.909 2.446 0.935
C -1.139 1.834 -0.302
C -2.643 1.526 -0.670
O -0.331 1.352 -1.042
H 0.449 1.387 2.249
H 1.215 2.412 0.877
H 0.739 3.182 2.358
H -1.690 2.281 1.529
H -3.301 1.537 0.186
H -3.073 2.211 -1.410
H -2.590 0.587 -1.218
C 2.437 -1.405 -1.499
N 1.364 -1.095 -0.539
C 0.957 -2.410 -0.051
C -0.460 -2.457 0.525
O 1.789 -3.248 0.182
H 2.646 -0.341 -2.010
H 3.406 -1.766 -1.002
H 2.090 -2.416 -2.162
H 1.011 -0.239 -0.340
H -0.985 -1.630 0.818
H -1.055 -2.870 -0.388
H -0.310 -3.179 1.339
```

Properties
relative energy (zero: lowest compared OMol25 entry of this formula, charge and spin): 314.4 kJ/mol
gap between HOMO and LUMO: 9.42 eV
HOMO energy: -8.86 eV
LUMO energy: 0.021 hartree
charge: 0
E_tot: -496.93779 Ha
SMILES: CNC(C)=O.CNC(C)=O

=====

No. 5
Below is a single CHNO molecule, with properties calculated with the ωB97M-V functional and the def2-TZVPD basis.

The geometry in XYZ format:
```
4
Properties=species:S:1:pos:R:3
C 0.634 0.429 0.016
N 1.438 1.173 -0.555
O 1.506 0.709 0.959
H -0.252 -0.165 -0.022
```

Properties
relative energy (zero: lowest compared OMol25 entry of this formula, charge and spin): 389.7 kJ/mol
gap between HOMO and LUMO: 10.77 eV
HOMO energy: -9.84 eV
LUMO energy: 0.034 hartree
charge: 0
E_tot: -168.55765 Ha
SMILES: C1=NO1

=====

No. 6
Below is a molecular structure, C45H49Br4N3O3P2PbSi2, with properties calculated with the ωB97M-V functional and the def2-TZVPD basis.

The geometry in XYZ format:
```
109
Properties=species:S:1:pos:R:3
Pb -0.191 -1.314 0.101
C 5.061 -0.249 1.181
Si 3.458 -1.290 0.960
C 3.839 -2.748 -0.218
C 3.085 -2.019 2.691
N 2.077 -0.463 0.341
P 1.976 0.930 -0.508
C 0.588 1.233 -1.460
P -0.745 1.872 -0.596
N -1.692 0.826 0.213
Si -3.204 0.933 1.009
C -3.131 -0.069 2.635
C -3.945 2.635 1.535
C -4.522 0.165 -0.163
C -0.509 3.332 0.503
C -0.238 4.606 0.015
C -0.042 5.660 0.890
C -0.100 5.452 2.259
C -0.336 4.179 2.751
C -0.527 3.124 1.879
C -1.817 2.594 -1.908
C -1.689 2.129 -3.212
C -2.576 2.515 -4.199
C -3.610 3.385 -3.895
C -3.742 3.867 -2.603
C -2.852 3.477 -1.619
C 2.528 2.250 0.631
C 2.427 2.003 1.994
C 2.777 2.970 2.915
C 3.226 4.207 2.481
C 3.291 4.478 1.123
C 2.930 3.510 0.201
C 3.332 0.827 -1.735
C 3.082 -0.016 -2.814
C 4.041 -0.224 -3.787
C 5.275 0.401 -3.688
C 5.538 1.227 -2.610
C 4.573 1.440 -1.642
H 5.660 -0.635 2.000
H 5.674 -0.260 0.285
H 4.825 0.785 1.405
H 4.701 -3.326 0.099
H 2.980 -3.410 -0.240
H 4.014 -2.407 -1.235
H 3.996 -2.207 3.255
H 2.452 -1.369 3.286
H 2.567 -2.965 2.575
H -3.068 0.571 3.509
H -4.008 -0.699 2.760
H -2.252 -0.702 2.647
H -3.168 3.383 1.663
H -4.651 3.004 0.798
H -4.472 2.552 2.482
H -4.107 -0.693 -0.681
H -5.401 -0.172 0.380
H -4.841 0.877 -0.919
H -0.190 4.766 -1.056
H 0.148 6.658 0.511
H 0.034 6.281 2.943
H -0.381 4.013 3.819
H -0.716 2.124 2.244
H -0.868 1.469 -3.442
H -2.473 2.135 -5.209
H -4.312 3.682 -4.662
H -4.554 4.545 -2.366
H -2.947 3.861 -0.614
H 2.078 1.031 2.310
H 2.699 2.762 3.976
H 3.516 4.963 3.200
H 3.623 5.454 0.786
H 2.960 3.727 -0.859
H 2.117 -0.499 -2.879
H 3.834 -0.881 -4.623
H 6.031 0.234 -4.445
H 6.509 1.701 -2.519
H 4.789 2.091 -0.807
Br 0.801 -7.536 3.918
C 0.439 -5.742 3.424
C 0.071 -4.821 4.380
Br -0.036 -5.323 6.205
C -0.235 -3.518 3.989
Br -0.808 -2.241 5.275
C -0.153 -3.078 2.675
O -0.456 -1.857 2.372
C 0.268 -4.030 1.665
O 0.404 -3.682 0.440
C 0.521 -5.336 2.095
Br 1.012 -6.586 0.746
O -0.449 -0.939 -3.381
C -1.792 -1.354 -3.325
C -1.855 -2.834 -3.714
C -1.347 -3.741 -2.581
C -2.370 -3.863 -1.494
C -3.329 -4.875 -1.527
C -4.280 -4.937 -0.526
C -4.248 -3.990 0.485
C -3.255 -3.026 0.448
N -2.355 -2.963 -0.519
H -0.244 -0.302 -2.659
H -2.395 -0.757 -4.033
H -2.215 -1.208 -2.325
H -1.219 -2.972 -4.592
H -2.880 -3.109 -3.977
H -0.431 -3.319 -2.162
H -1.122 -4.734 -2.978
H -3.313 -5.610 -2.320
H -5.027 -5.721 -0.526
H -4.972 -4.004 1.284
H -3.164 -2.267 1.208
```

Properties
relative energy (zero: lowest compared OMol25 entry of this formula, charge and spin): 47.8 kJ/mol
gap between HOMO and LUMO: 5.92 eV
HOMO energy: -1.89 eV
LUMO energy: 0.148 hartree
charge: -2
E_tot: -13885.00681 Ha

=====

No. 7
Below is 10 unconnected molecules or ions with the total composition C3H23N2O9, with properties calculated with the ωB97M-V functional and the def2-TZVPD basis.

The geometry in XYZ format:
```
37
Properties=species:S:1:pos:R:3
C -1.338 -2.317 -0.754
C -2.506 -1.844 -0.151
N -2.678 -0.607 -0.955
C -1.586 -0.476 -1.753
N -0.740 -1.498 -1.694
H -0.747 -3.217 -0.536
H -3.187 -2.229 0.461
H -3.322 0.160 -0.918
H -1.335 0.443 -2.274
H 0.133 -1.480 -2.147
H 2.196 -0.711 1.271
H 0.622 -0.597 0.830
O 1.325 -0.320 1.476
H 2.063 -1.689 -1.180
H 1.962 -3.139 -0.525
O 1.451 -2.254 -0.553
H -0.185 3.264 -0.433
H -0.952 2.159 0.231
O -0.574 2.485 -0.658
H -0.518 2.334 2.609
H -1.151 0.904 2.932
O -1.079 1.655 2.250
H 0.459 1.391 -1.633
H 1.583 1.366 -2.718
O 1.165 0.841 -1.943
H 2.220 2.360 0.681
H 1.256 1.332 1.378
O 1.413 2.331 1.185
H -3.340 2.754 -0.282
H -2.284 2.453 0.881
O -2.802 2.029 0.244
H 2.831 0.237 -0.630
H 4.259 0.263 0.086
O 3.552 -0.261 -0.351
H 0.469 -2.812 2.696
H 0.992 -2.450 1.156
O 0.371 -2.863 1.719
```

Properties
relative energy (zero: lowest compared OMol25 entry of this formula, charge and spin): 258.9 kJ/mol
gap between HOMO and LUMO: 10.54 eV
HOMO energy: -13.19 eV
LUMO energy: -0.097 hartree
charge: +1
E_tot: -914.48752 Ha

=====

No. 8
Below is 2 unconnected molecules or ions with the total composition C4H5NO, with properties calculated with the ωB97M-V functional and the def2-TZVPD basis.

The geometry in XYZ format:
```
11
Properties=species:S:1:pos:R:3
C 1.130 0.726 0.428
C 0.371 -0.285 -0.331
O -1.230 -0.892 1.554
N 0.617 -1.124 -1.155
C -1.681 -0.212 0.653
C -1.627 0.377 -0.457
H 0.710 -2.125 -1.221
H 2.088 0.308 0.737
H 0.562 1.048 1.296
H 1.306 1.594 -0.206
H -2.245 0.584 -1.299
```

Properties
relative energy (zero: lowest compared OMol25 entry of this formula, charge and spin): 436.0 kJ/mol
gap between HOMO and LUMO: 8.57 eV
HOMO energy: -8.21 eV
LUMO energy: 0.013 hartree
charge: 0
E_tot: -285.24851 Ha

=====

No. 9
Below is a molecular structure, CHO2Sr, with properties calculated with the ωB97M-V functional and the def2-TZVPD basis.

The geometry in XYZ format:
```
5
Properties=species:S:1:pos:R:3
O 0.657 -1.242 -0.618
C -0.018 -0.671 0.234
O -0.102 0.681 -0.273
Sr -1.065 0.804 1.838
H 0.529 0.428 -1.182
```

Properties
relative energy (zero: lowest compared OMol25 entry of this formula, charge and spin): 206.4 kJ/mol
gap between HOMO and LUMO: 7.37 eV
HOMO energy: -13.03 eV
LUMO energy: -0.208 hartree
charge: +1
E_tot: -219.60259 Ha

=====

No. 10
Below is 3 unconnected molecules or ions with the total composition C35H32FNO6, with properties calculated with the ωB97M-V functional and the def2-TZVPD basis.

The geometry in XYZ format:
```
75
Properties=species:S:1:pos:R:3
O -3.987 -0.682 -2.366
C -2.822 -0.676 -2.746
C -1.726 -0.402 -1.794
C -2.021 -0.167 -0.445
C -0.989 0.053 0.467
C 0.338 0.039 0.038
C 0.634 -0.177 -1.309
C -0.401 -0.392 -2.228
C -0.080 -0.601 -3.654
O 1.080 -0.538 -4.044
C -1.173 -0.895 -4.601
C -0.876 -1.131 -5.950
C -1.899 -1.443 -6.847
C -3.219 -1.520 -6.401
C -3.519 -1.271 -5.060
C -2.494 -0.952 -4.159
H -3.054 -0.160 -0.101
H -1.219 0.230 1.515
H 1.144 0.198 0.751
H 1.671 -0.182 -1.638
H 0.152 -1.078 -6.305
H -1.666 -1.630 -7.893
H -4.015 -1.773 -7.097
H -4.551 -1.330 -4.720
O -9.210 3.896 2.131
C -7.992 3.777 2.178
C -7.300 2.815 1.295
C -8.042 2.051 0.385
C -7.391 1.170 -0.480
C -6.002 1.050 -0.441
C -5.263 1.798 0.478
C -5.914 2.677 1.351
C -5.125 3.451 2.331
O -3.913 3.289 2.418
C -5.814 4.426 3.200
C -5.070 5.191 4.108
C -5.708 6.139 4.909
C -7.086 6.326 4.806
C -7.831 5.554 3.912
C -7.194 4.598 3.110
H -9.126 2.144 0.344
H -7.968 0.581 -1.189
H -5.494 0.373 -1.123
H -4.179 1.695 0.506
H -3.993 5.053 4.191
H -5.129 6.734 5.611
H -7.582 7.072 5.424
H -8.907 5.704 3.839
C 8.891 -0.424 1.922
O 9.594 -1.054 0.770
C 8.661 -1.357 -0.326
C 7.974 -2.877 -0.208
C 6.353 -2.639 -0.382
C 5.591 -2.121 0.980
C 3.948 -2.423 0.896
F 3.254 -1.355 0.088
O 8.372 -3.488 1.070
C 7.949 -4.892 1.179
N 7.567 -5.109 2.656
H 9.257 0.663 2.158
H 7.721 -0.436 1.745
H 9.097 -1.154 2.844
H 7.838 -0.520 -0.457
H 9.291 -1.392 -1.333
H 8.365 -3.529 -1.109
H 6.186 -1.872 -1.281
H 5.893 -3.711 -0.630
H 5.673 -0.935 0.975
H 6.041 -2.577 1.960
H 3.480 -2.337 1.981
H 3.749 -3.487 0.417
H 7.035 -5.191 0.512
H 8.802 -5.679 0.950
H 8.460 -5.293 3.167
H 6.885 -5.896 2.750
```

Properties
gap between HOMO and LUMO: 8.54 eV
HOMO energy: -9.58 eV
LUMO energy: -0.038 hartree
charge: 0
E_tot: -1958.85355 Ha
SMILES: O=C1c2ccccc2C(=O)c2ccccc21.O=C1c2ccccc2C(=O)c2ccccc21.COC[C@H](CCCF)OCN

=====

No. 11
Below is 2 unconnected molecules or ions with the total composition C5H15NO2, with properties calculated with the ωB97M-V functional and the def2-TZVPD basis.

The geometry in XYZ format:
```
23
Properties=species:S:1:pos:R:3
C 0.965 2.193 0.098
N 0.916 0.737 0.218
C 0.148 0.031 -0.810
C -0.168 -1.377 -0.295
C 1.030 -2.180 0.188
O 1.548 -3.081 -0.807
C -1.167 0.700 -1.216
H 2.001 2.513 0.180
H 0.574 2.533 -0.859
H 0.342 2.703 0.844
H 0.606 0.418 1.136
H 0.782 -0.115 -1.692
H -0.919 -1.315 0.500
H -0.637 -1.957 -1.098
H 1.860 -1.531 0.435
H 0.781 -2.747 1.086
H 0.850 -3.303 -1.433
H -0.990 1.512 -1.937
H -1.630 1.217 -0.378
H -1.895 0.026 -1.676
H -1.746 0.384 3.011
H -1.224 1.500 2.049
O -2.028 1.139 2.458
```

Properties
relative energy (zero: lowest compared OMol25 entry of this formula, charge and spin): 81.7 kJ/mol
gap between HOMO and LUMO (alpha / beta): 2.64 / 8.73 eV
HOMO energy (alpha / beta): 0.88 / -5.32 eV
LUMO energy (alpha / beta): 0.129 / 0.125 hartree
charge: -1
E_tot: -404.67016 Ha
expectation value of S²: 0.7504
2S+1: 2

=====

No. 12
Below is 2 unconnected molecules or ions with the total composition C6H7PS4, with properties calculated with the ωB97M-V functional and the def2-TZVPD basis.

The geometry in XYZ format:
```
18
Properties=species:S:1:pos:R:3
C -2.317 0.542 0.126
C -1.475 0.935 -0.944
C -1.755 -0.036 1.213
C -0.093 0.636 -0.947
C -0.362 -0.260 1.279
C 0.450 0.047 0.230
P 2.178 -0.498 0.311
S 1.221 -3.517 -1.026
S 2.910 -0.402 2.124
S 4.945 0.906 -0.352
S 3.088 1.032 -1.025
H -3.337 0.706 0.115
H -2.012 1.453 -1.845
H -2.507 -0.315 1.896
H 0.613 0.717 -1.834
H -0.003 -0.695 2.089
H 4.622 0.458 0.999
H 2.192 -2.965 -1.890
```

Properties
relative energy (zero: lowest compared OMol25 entry of this formula, charge and spin): 318.4 kJ/mol
gap between HOMO and LUMO (alpha / beta): 4.95 / 4.95 eV
HOMO energy (alpha / beta): -8.26 / -8.26 eV
LUMO energy (alpha / beta): -0.122 / -0.122 hartree
charge: 0
E_tot: -2166.82818 Ha